The following is a DFT calculation (wB97M-V/def2-TZVPD) of 7 unconnected molecules or ions with the total composition C15H23Cl8FO9 in a non-equilibrium geometry.

Positions of all 56 atoms, in Å:
Cl (-4.32518, 3.42132, 1.23949)
Cl (1.65467, 1.50310, -3.73261)
Cl (-0.05208, 4.79002, 1.96400)
Cl (3.39574, -1.25969, 1.36489)
Cl (-1.68369, 7.18633, 2.42840)
Cl (3.26623, -1.24905, -1.58327)
Cl (2.08579, -0.63662, -5.76058)
Cl (-3.26370, 3.53760, -1.53000)
F (-0.19300, -5.27851, -5.29843)
O (-1.35431, -2.28323, 4.23639)
O (1.43602, -4.91174, -3.06481)
O (-3.32019, 0.12883, 0.05298)
O (-1.45129, -0.23665, -1.27175)
O (-1.29426, 1.12835, 0.46105)
O (0.55273, -3.24138, -2.01654)
O (-0.16828, -1.05066, 5.36304)
O (-1.27121, -2.64527, 6.37838)
O (0.34187, -3.54065, -4.20418)
C (-0.93322, -2.02587, 5.40386)
C (0.00410, -0.52628, 4.04257)
C (-2.10498, 0.27359, -0.25122)
C (-2.39798, -0.29516, 3.46612)
C (0.90903, 0.15333, -4.65605)
C (4.20839, -0.79301, -0.18231)
C (-0.08472, -0.02273, -1.05370)
C (-3.07637, 4.15729, 0.18839)
C (-1.18061, -1.19940, 3.38012)
C (-0.37070, 6.12016, 3.01576)
C (0.82551, -3.83804, -3.01731)
C (-0.03956, 1.22255, -0.28304)
C (0.83830, -4.41863, -5.14604)
C (1.98021, -5.06765, -4.34042)
C (0.88332, 1.35868, 0.87742)
H (-3.31417, -0.58501, 2.95165)
H (-0.43266, 2.12053, -0.75970)
H (-0.03132, 0.56107, 3.97550)
H (-2.83813, -0.23918, 4.46173)
H (0.63946, -0.68101, -4.00851)
H (0.02884, 0.61158, -5.10704)
H (5.14192, -1.35105, -0.25458)
H (2.06660, -6.13839, -4.52522)
H (-0.45803, 5.82142, 4.06038)
H (-2.05270, 3.96259, 0.50822)
H (1.91927, 1.49624, 0.56760)
H (-3.40689, 5.19453, 0.13378)
H (1.08788, -3.82357, -6.02451)
H (2.88362, -4.50115, -4.56630)
H (0.96214, 0.44163, 1.46129)
H (0.48461, 6.78291, 2.88420)
H (0.34965, 0.18122, -2.03238)
H (0.44082, -0.91263, -0.70731)
H (0.64136, 2.13567, 1.60257)
H (0.87804, -1.04055, 3.64273)
H (-0.91135, -1.51073, 2.37082)
H (4.45523, 0.26617, -0.25526)
H (-2.35050, 0.74690, 3.14998)

frontier orbital gap (spin up / spin down) = 1.54 / 9.95 eV
2S+1 = 2
<S²> = 0.751
total charge = -1

Löwdin population analysis, charges in e, atoms 1 to 8: number 1, Cl, carries 0.4936; number 2, Cl, carries 0.4017; number 3, Cl, carries 0.5902; number 4, Cl, carries 0.4618; number 5, Cl, carries 0.4931; number 6, Cl, carries 0.4726; number 7, Cl, carries 0.2128; number 8, Cl, carries 0.4704


The following is a DFT calculation (wB97M-V/def2-TZVPD) of C5H8S2 in the gas phase in a non-equilibrium geometry.

Positions of all 15 atoms, in Å:
S (1.76781, -0.70058, 0.09811)
S (-1.20340, -1.59353, -0.38153)
C (-0.59748, -0.06680, 0.47386)
C (1.00653, 0.07886, -1.36466)
C (0.02459, 0.92128, -0.47128)
C (0.39102, -0.53664, 1.36429)
C (-1.40354, 1.05029, 0.14372)
H (1.85250, 0.52355, -1.82352)
H (0.45884, -0.68430, -1.95427)
H (0.65494, 1.54180, 0.08930)
H (-1.65511, 1.82772, 0.75302)
H (0.06598, -2.10168, -0.23126)
H (-2.31663, 1.02090, -0.50559)
H (0.08321, -1.52461, 1.76885)
H (0.87074, 0.24375, 2.04097)

structure (SMILES) = S[C@@]12CSC[C@H]1C2
relative energy (zero: lowest compared OMol25 entry of this formula, charge and spin) = 385.19 kJ/mol
frontier orbital gap = 9.32 eV
total charge = 0

Löwdin population analysis, charges in e, atoms 1 to 8: number 1, S, carries 0.8175; number 2, S, carries 0.7873; number 3, C, carries -0.8550; number 4, C, carries -0.3921; number 5, C, carries -0.2777; number 6, C, carries -0.4377; number 7, C, carries -0.0726; number 8, H, carries 0.0507


The following is a DFT calculation (wB97M-V/def2-TZVPD) of C13H11ClO in the gas phase in a non-equilibrium geometry.

Positions of all 26 atoms, in Å:
Cl (-3.51080, 1.46038, -4.83988)
O (-5.80151, 2.16024, -2.97555)
C (1.66387, -1.67808, 2.46246)
C (-4.84980, 3.22589, -3.21373)
C (3.54292, -3.18811, 3.56443)
C (2.46932, -2.42254, 2.97832)
C (-3.44598, 2.60298, -3.45694)
C (0.84867, -0.74480, 1.74808)
C (-2.82000, 1.87150, -2.27098)
C (0.22566, 0.03452, 1.03460)
C (4.85174, -3.08986, 3.09657)
C (-1.04775, 1.69193, -0.55995)
C (-1.74472, 2.40734, -1.57978)
C (6.01883, -3.84035, 3.66263)
C (-0.45560, 0.87190, 0.11641)
H (6.39493, -4.62548, 3.02094)
H (6.83474, -3.13881, 3.89501)
H (-5.11877, 3.79973, -4.10597)
H (-3.21000, 0.85218, -2.06248)
H (5.70966, -4.30857, 4.57983)
H (-2.79097, 3.42970, -3.77754)
H (5.01908, -2.36393, 2.32375)
H (-1.42601, 3.43222, -1.83149)
H (-4.77758, 3.92342, -2.36684)
H (-5.80270, 1.53349, -3.71745)
H (3.22277, -3.89688, 4.27556)

structure (SMILES) = C/C=C/C#CC#CC#C/C=C/[C@@H](Cl)CO
relative energy (zero: lowest compared OMol25 entry of this formula, charge and spin) = 396.82 kJ/mol
frontier orbital gap = 8.08 eV
total charge = 0

Löwdin population analysis, charges in e, atoms 1 to 8: number 1, Cl, carries 0.6346; number 2, O, carries -0.1014; number 3, C, carries -0.0187; number 4, C, carries -0.2523; number 5, C, carries -0.1012; number 6, C, carries -0.0314; number 7, C, carries -0.6686; number 8, C, carries -0.0147


The following is a DFT calculation (wB97M-V/def2-TZVPD) of a gas-phase ion, C3H9N2O2 (charge +1) in a non-equilibrium geometry.

Positions of all 16 atoms, in Å:
O (1.45144, -0.40736, -1.25487)
O (3.48481, 0.32453, 0.39295)
N (2.36625, 0.25662, 0.83767)
N (1.38527, -0.08539, 0.04783)
C (-2.43728, -0.03295, -0.15093)
C (0.05941, 0.13277, 0.60427)
C (-0.94263, -0.01914, -0.57426)
H (2.02833, 0.23754, 1.81312)
H (-2.85326, 0.92508, 0.06751)
H (-0.71062, -0.94885, -1.08780)
H (-2.95316, -0.62969, -0.83943)
H (-0.03019, -0.78909, 1.30537)
H (2.32104, -0.04254, -1.66407)
H (0.02963, 1.01275, 1.11091)
H (-2.41220, -0.62129, 0.79205)
H (-0.78684, 0.68702, -1.40033)

structure (SMILES) = CCCN(O)[NH+]=O
relative energy (zero: lowest compared OMol25 entry of this formula, charge and spin) = 711.55 kJ/mol
frontier orbital gap (spin up / spin down) = 9.48 / 9.48 eV
total charge = +1

Löwdin population analysis, charges in e, atoms 1 to 8: number 1, O, carries 0.1301; number 2, O, carries 0.1406; number 3, N, carries 0.0005; number 4, N, carries -0.1208; number 5, C, carries -0.0550; number 6, C, carries -0.0735; number 7, C, carries -0.2083; number 8, H, carries 0.2313


The following is a DFT calculation (wB97M-V/def2-TZVPD) of 3 unconnected molecules or ions with the total composition C8H16O in a non-equilibrium geometry.

Positions of all 25 atoms, in Å:
O (-1.76868, 0.86430, -1.95144)
C (0.19667, 2.19355, 0.66101)
C (-1.55020, -1.55569, -1.80320)
C (2.83584, -0.00365, -0.15939)
C (1.11494, -1.20997, 1.23523)
C (-2.05923, -0.81362, -0.92315)
C (-2.60209, -0.38153, 0.36312)
C (1.07607, 1.28092, 1.05429)
C (1.38001, -0.00041, 0.32855)
H (3.06295, -0.93069, -0.68952)
H (0.07775, -1.22940, 1.57095)
H (3.02335, 0.83356, -0.83274)
H (1.75867, -1.18101, 2.11794)
H (-1.38278, -0.10512, -2.41542)
H (-1.32180, -2.59512, -1.93167)
H (1.31552, -2.14142, 0.70287)
H (0.04477, 3.11038, 1.21621)
H (-2.78873, -1.26975, 0.97308)
H (-2.51752, 1.17349, -2.47979)
H (1.64535, 1.44163, 1.96816)
H (-1.89441, 0.26740, 0.88130)
H (3.52738, 0.07811, 0.68294)
H (-0.35020, 2.08667, -0.26795)
H (0.72083, -0.06884, -0.54116)
H (-3.54445, 0.15619, 0.23978)

structure (SMILES) = C=CC(C)C.C#CC.O
relative energy (zero: lowest compared OMol25 entry of this formula, charge and spin) = 427.14 kJ/mol
frontier orbital gap = 9.84 eV
total charge = 0

Löwdin population analysis, charges in e, atoms 1 to 8: number 1, O, carries -0.1511; number 2, C, carries 0.0075; number 3, C, carries 0.0232; number 4, C, carries -0.0768; number 5, C, carries -0.0758; number 6, C, carries -0.2243; number 7, C, carries -0.0738; number 8, C, carries -0.1742


The following is a DFT calculation (wB97M-V/def2-TZVPD) of a molecular structure, C26H28IN2PRh.

Positions of all 59 atoms, in Å:
I (-1.83861, -0.03341, 2.84459)
Rh (-1.44198, 1.07180, 0.38817)
P (0.50955, -0.27654, 0.22367)
N (-1.02052, 3.20837, 0.79704)
N (-3.26183, 1.27640, -0.83408)
C (2.33617, 1.73870, 0.52880)
C (-1.37622, -4.84192, 2.45403)
C (3.35202, 2.42296, 1.17534)
C (0.68204, -4.79204, 1.23411)
C (-2.53847, -2.84338, 3.07330)
C (-0.02362, -1.20379, -3.66745)
C (-2.46141, -4.21918, 3.08339)
C (-0.40935, -4.09221, 1.78309)
C (1.21918, -0.95161, -4.24111)
C (-0.20847, -0.98549, -2.31252)
C (0.85678, -0.52937, -1.52305)
C (-1.57941, -2.07664, 2.40312)
C (2.10294, -0.29246, -2.09852)
C (-0.71204, 3.95869, -0.46785)
C (3.42225, 0.72235, 2.88628)
C (2.40791, 0.02583, 2.24431)
C (1.87573, 0.52340, 1.05335)
C (0.49199, -2.00987, 0.89606)
C (-3.45224, 2.68927, -1.29893)
C (1.70921, -4.11668, 0.57419)
C (3.89496, 1.91418, 2.35070)
C (-2.36492, 3.12169, -2.26488)
C (1.59436, -2.75892, 0.40592)
C (-0.93506, 3.12182, -1.72227)
C (-0.50053, -2.66003, 1.67551)
C (2.27498, -0.50069, -3.46109)
H (-1.82669, 3.60770, 1.26861)
H (4.69122, 2.44982, 2.85088)
H (-0.58060, 2.09010, -1.54589)
H (-1.32488, 4.85953, -0.49940)
H (3.24027, -0.31223, -3.91313)
H (3.72948, 3.34870, 0.75994)
H (2.56375, -4.65228, 0.18061)
H (1.92324, 2.13373, -0.39545)
H (-4.42260, 2.78230, -1.78212)
H (-2.40569, 2.49177, -3.15767)
H (1.36356, -1.10990, -5.30127)
H (-3.21335, -4.80156, 3.59998)
H (-2.61873, 4.12916, -2.60125)
H (0.32312, 4.28446, -0.41545)
H (-0.27023, 3.48424, -2.50656)
H (-3.34346, -2.35875, 3.60940)
H (-3.27795, 0.65824, -1.64223)
H (-0.24787, 3.29719, 1.45076)
H (2.04696, -0.90180, 2.67531)
H (-1.27415, -5.92115, 2.48811)
H (0.72311, -5.87046, 1.35242)
H (-3.48547, 3.32426, -0.41260)
H (2.36549, -2.24019, -0.15164)
H (-4.05452, 1.00082, -0.26041)
H (-0.83834, -1.57091, -4.27756)
H (2.93804, 0.04718, -1.49787)
H (3.84600, 0.33316, 3.80279)
H (-1.17507, -1.19433, -1.86154)

frontier orbital gap (spin up / spin down) = 7.04 / 4.89 eV
2S+1 = 5
<S²> = 6.037
total charge = +3

Löwdin population analysis, charges in e, atoms 1 to 8: number 1, I, carries 1.2057; number 2, Rh, carries 0.6011; number 3, P, carries 0.9506; number 4, N, carries -0.0472; number 5, N, carries -0.0555; number 6, C, carries -0.1119; number 7, C, carries 0.0900; number 8, C, carries -0.0370


The following is a DFT calculation (wB97M-V/def2-TZVPD) of 2 unconnected molecules or ions with the total composition C27H23N3 in a non-equilibrium geometry.

Positions of all 53 atoms, in Å:
N (3.53398, 1.59220, -1.87451)
N (0.10961, -1.75185, 2.54614)
N (0.57704, 2.73771, 1.71749)
C (-4.09727, 1.96737, 3.44135)
C (1.95134, -0.55017, 0.45044)
C (-0.08013, -1.81167, -1.62136)
C (-4.10810, -0.44844, 3.61790)
C (-0.04457, 1.76213, 1.89608)
C (-2.20798, -2.90379, -1.27602)
C (-0.80117, 0.61156, 2.12784)
C (4.19673, -0.19105, 1.34575)
C (-2.87808, -1.70199, -1.55637)
C (1.39479, 0.83838, -1.64460)
C (-0.72352, -0.53817, -1.67185)
C (-2.16063, 0.69558, 2.66656)
C (3.53787, 0.79865, -0.72842)
C (-0.01520, 0.70067, -1.67897)
C (-2.84035, -0.49761, 3.04450)
C (2.90309, -0.74980, 1.45397)
C (2.24081, 0.27411, -0.61338)
C (-0.19292, -0.62902, 2.32640)
C (-4.76840, 0.77866, 3.76216)
C (4.70305, 2.32494, -2.33353)
C (4.53800, 0.57670, 0.21633)
C (2.11327, 2.23598, -3.76517)
C (-2.14915, -0.54873, -1.78823)
C (-0.81806, -2.97673, -1.44956)
C (-2.82217, 1.93712, 2.86633)
C (-2.96965, -4.09854, -0.79805)
C (2.30970, 1.57908, -2.46702)
H (1.17870, 1.87794, -4.20287)
H (0.97288, -0.99445, 0.39586)
H (-4.58554, 2.93158, 3.60855)
H (-2.38392, -1.47331, 2.85557)
H (4.91471, -0.34267, 2.15607)
H (-0.60447, 1.58667, -1.87402)
H (-3.97403, -1.69505, -1.59357)
H (2.93480, 1.97413, -4.44713)
H (-2.60551, -4.35958, 0.20698)
H (-0.34095, -3.95365, -1.40673)
H (2.66605, -1.35659, 2.32920)
H (-5.79132, 0.80436, 4.13714)
H (-2.64819, 0.38268, -2.05513)
H (-4.59118, -1.37762, 3.91836)
H (5.49813, 2.14732, -1.60424)
H (-4.04283, -3.86815, -0.73158)
H (0.99793, -1.88653, -1.71803)
H (4.50307, 3.40538, -2.39266)
H (5.04199, 1.96863, -3.31728)
H (-2.83460, -4.98485, -1.43396)
H (5.52952, 1.00966, 0.09044)
H (-2.33656, 2.86098, 2.53565)
H (2.06939, 3.32977, -3.66886)

relative energy (zero: lowest compared OMol25 entry of this formula, charge and spin) = 246.57 kJ/mol
frontier orbital gap = 3.47 eV
total charge = 0

Löwdin population analysis, charges in e, atoms 1 to 8: number 1, N, carries -0.0304; number 2, N, carries 0.1303; number 3, N, carries 0.1046; number 4, C, carries -0.1066; number 5, C, carries -0.0509; number 6, C, carries 0.0034; number 7, C, carries -0.1064; number 8, C, carries -0.2883


The following is a DFT calculation (wB97M-V/def2-TZVPD) of a gas-phase ion, C2H3ClO3P (charge -1) in a non-equilibrium geometry.

Positions of all 10 atoms, in Å:
Cl (-1.38841, 1.22881, -1.81473)
P (1.08044, -1.26753, -0.35241)
O (2.23976, -1.13178, 0.63238)
O (1.07131, -2.25933, -1.39872)
O (-0.39563, -1.08669, 0.36635)
C (-0.64212, 0.22992, 0.74520)
C (-0.22493, 1.13977, -0.38824)
H (-0.06776, 2.29370, -0.31952)
H (-1.67347, 0.51482, 0.98793)
H (0.00082, 0.33831, 1.54175)

relative energy (zero: lowest compared OMol25 entry of this formula, charge and spin) = 273.18 kJ/mol
frontier orbital gap (spin up / spin down) = 7.45 / 7.44 eV
total charge = -1

Löwdin population analysis, charges in e, atoms 1 to 8: number 1, Cl, carries 0.3309; number 2, P, carries 0.4781; number 3, O, carries -0.3871; number 4, O, carries -0.3171; number 5, O, carries -0.2799; number 6, C, carries -0.4446; number 7, C, carries -0.5769; number 8, H, carries 0.0279